{
  "formula": "C20H42N2O22",
  "method": "ωB97M-V/def2-TZVPD",
  "species": ["C", "O", "C", "O", "O", "C", "H", "H", "H", "H", "H", "H", "C", "O", "C", "O", "O", "C", "H", "H", "H", "H", "H", "H", "C", "O", "C", "O", "O", "C", "H", "H", "H", "H", "H", "H", "C", "O", "C", "O", "O", "C", "H", "H", "H", "H", "H", "H", "C", "O", "C", "O", "O", "C", "H", "H", "H", "H", "H", "H", "C", "O", "C", "O", "O", "C", "H", "H", "H", "H", "H", "H", "C", "N", "O", "O", "H", "H", "H", "C", "N", "O", "O", "H", "H", "H"],
  "coordinates": [[-1.6272, 2.0597, 0.4951], [-1.7179, 0.8046, -0.1784], [-0.7580, -0.1108, 0.0398], [0.3604, 0.0631, 0.4726], [-1.0973, -1.1692, -0.6988], [-0.2209, -2.2068, -0.9099], [-1.4987, 2.8382, -0.2570], [-0.7433, 2.0052, 1.1306], [-2.5055, 2.3361, 1.0784], [0.5178, -1.8695, -1.6371], [-0.7566, -3.0544, -1.3373], [0.2163, -2.5651, 0.0221], [11.1622, 1.2841, -5.9715], [9.9095, 1.2730, -5.3990], [9.8094, 0.9622, -4.0532], [10.6676, 0.5658, -3.2328], [8.5279, 1.1058, -3.7723], [8.0460, 0.6446, -2.5737], [11.0595, 1.2979, -7.0566], [11.8327, 0.4456, -5.7831], [11.8508, 2.0232, -5.5620], [8.6703, 0.9974, -1.7528], [8.0932, -0.4443, -2.5650], [7.0316, 1.0348, -2.4916], [5.3664, -11.5276, -0.6441], [5.4695, -10.7250, -1.8132], [4.3873, -10.0407, -2.2118], [3.3402, -9.7761, -1.5385], [4.4858, -9.7507, -3.5429], [5.1489, -10.6293, -4.4365], [6.3528, -11.6234, -0.1903], [5.0099, -12.5441, -0.8108], [4.8465, -10.8740, 0.0562], [4.9781, -10.2307, -5.4365], [4.6815, -11.6108, -4.3559], [6.2375, -10.6672, -4.4761], [-12.2527, 3.2285, 1.2290], [-11.1522, 4.1115, 1.4061], [-10.5784, 4.6182, 0.3036], [-10.8920, 4.4706, -0.9137], [-9.6200, 5.5104, 0.7106], [-8.7247, 6.0240, -0.2354], [-13.0801, 3.8821, 0.9528], [-12.3988, 2.7420, 2.1934], [-12.0661, 2.4477, 0.4918], [-8.2376, 5.1944, -0.7478], [-8.0286, 6.6493, 0.3236], [-9.1822, 6.6899, -0.9671], [-3.0927, -3.3664, -8.9356], [-2.9604, -2.3526, -9.9181], [-3.3529, -2.4488, -11.1408], [-3.9337, -3.3943, -11.7196], [-2.9907, -1.4109, -11.7928], [-2.9889, -1.2589, -13.2720], [-2.4816, -4.2375, -9.1716], [-4.0835, -3.6989, -8.6259], [-2.7026, -2.8513, -8.0577], [-4.0192, -1.1402, -13.6073], [-2.3894, -2.0878, -13.6485], [-2.4098, -0.3761, -13.5429], [0.2265, 7.6391, 8.0350], [0.9189, 7.1909, 9.1827], [0.9553, 8.0159, 10.3374], [0.2340, 9.0330, 10.4797], [1.6306, 7.4247, 11.3194], [1.4143, 7.7603, 12.6738], [-0.8029, 7.8940, 8.2867], [0.0678, 6.8468, 7.3034], [0.6927, 8.5396, 7.6350], [1.7483, 8.7577, 12.9597], [1.9480, 7.0687, 13.3256], [0.3828, 7.6969, 13.0202], [4.4676, -0.2111, 6.5282], [5.1768, 1.0131, 6.1536], [5.9505, 1.4531, 6.9733], [4.9094, 1.5918, 5.0763], [3.7566, -0.4666, 5.7425], [3.8745, 0.0054, 7.4167], [5.2438, -0.9284, 6.7947], [-7.0710, -0.7110, 6.2728], [-6.1015, -0.1964, 5.3294], [-6.2627, -0.5269, 4.1427], [-5.1434, 0.4360, 5.7526], [-6.9825, -0.1951, 7.2289], [-6.6983, -1.7346, 6.3109], [-8.0513, -0.6635, 5.7987]],
  "forces_ev_per_a": [[0.991, 0.255, 0.072], [-0.725, -0.402, 0.838], [1.701, 0.595, -2.394], [-1.105, -0.020, 0.863], [-2.443, 0.777, 0.658], [1.194, -1.039, -0.094], [0.144, -0.093, -0.049], [-0.089, 0.379, 0.089], [-0.155, -0.684, -0.070], [0.406, -0.257, 0.218], [-0.266, 0.274, -0.052], [0.346, 0.206, -0.076], [2.654, -0.430, -0.516], [-0.601, -0.547, 2.454], [1.609, -1.098, 1.012], [-2.067, 1.382, -3.130], [0.396, 0.911, -2.102], [-0.089, -0.495, 1.703], [-0.168, 0.553, 0.204], [-0.786, -1.011, 0.305], [-0.588, 1.006, -0.305], [-0.142, 0.071, 0.135], [-0.321, -0.068, 0.122], [0.101, -0.273, 0.120], [0.519, 1.148, 1.310], [-0.077, -0.170, -0.843], [-3.636, -0.137, 0.865], [4.673, -0.839, -2.555], [-0.176, 0.765, 1.505], [-0.034, -0.212, -1.083], [0.274, 0.055, -0.516], [-0.571, 0.396, -0.195], [-0.718, -0.899, 0.283], [-0.711, 0.040, 0.074], [0.356, -0.104, -0.079], [0.100, -0.040, 1.233], [-0.266, 0.130, -0.059], [1.362, 0.194, -0.902], [-0.360, 1.405, -3.235], [0.937, -0.183, 4.478], [-1.625, -1.470, 0.800], [0.409, 0.322, -0.701], [-0.359, -0.575, -0.047], [-0.130, 0.268, -0.052], [0.056, 0.298, -0.187], [0.214, 0.224, -0.072], [0.134, -0.364, 0.044], [-0.372, -0.248, -0.068], [0.403, -0.121, 0.887], [0.054, 0.535, 1.543], [-2.226, -4.281, -3.673], [0.976, 1.305, 2.047], [1.494, 3.869, -1.541], [0.180, -0.763, 1.497], [-0.035, 0.101, -0.134], [-0.351, 0.267, -0.865], [0.244, -0.337, 0.036], [0.244, -0.513, -0.193], [-0.773, -0.285, -0.324], [-0.207, 0.222, 0.721], [-1.224, 1.061, 0.252], [1.339, 0.610, 2.602], [-4.057, 1.452, -0.652], [2.669, -2.905, -0.717], [0.403, -0.683, -1.260], [-0.305, 0.702, 1.357], [-0.023, 0.341, 0.340], [0.985, -0.193, 0.203], [0.072, -0.234, -0.271], [0.135, 0.129, -0.521], [0.306, -0.224, -0.632], [-0.300, -0.055, -0.700], [-0.658, -0.305, 0.061], [-0.365, 2.288, -1.545], [0.224, -0.171, -0.001], [0.330, -1.498, 1.792], [0.550, -0.292, -0.084], [0.262, 0.172, 0.072], [-0.341, -0.189, -0.299], [-0.187, -0.520, 0.233], [1.315, 0.709, -2.170], [0.205, 0.616, 1.646], [-0.784, -0.372, -0.298], [-0.057, -0.121, -0.259], [-0.629, -0.238, 0.582], [0.140, -0.070, 0.263]],
  "homo_energy_ev": -10.11,
  "e_lumo_ev": 0.036,
  "de_lowest_kcal_mol": 81.45,
  "smiles": "C[N+](=O)[O-].C[N+](=O)[O-].COC(=O)OC.COC(=O)OC.COC(=O)OC.COC(=O)OC.COC(=O)OC.COC(=O)OC",
  "homo_lumo_gap_ev": 10.14
}

{
  "formula": "C20H42N3S",
  "method": "ωB97M-V/def2-TZVPD",
  "species": ["C", "C", "C", "C", "C", "C", "C", "C", "C", "C", "C", "C", "C", "C", "N", "C", "C", "N", "C", "N", "C", "S", "C", "C", "H", "H", "H", "H", "H", "H", "H", "H", "H", "H", "H", "H", "H", "H", "H", "H", "H", "H", "H", "H", "H", "H", "H", "H", "H", "H", "H", "H", "H", "H", "H", "H", "H", "H", "H", "H", "H", "H", "H", "H", "H", "H"],
  "coordinates": [[6.1619, 0.3802, 1.4289], [4.9267, 1.1576, 0.9426], [4.7832, 1.1920, -0.5805], [4.6615, -0.1786, -1.2778], [3.9336, -1.2585, -0.4787], [2.4237, -1.0393, -0.4417], [1.6737, -2.0933, 0.3809], [1.1876, -3.3047, -0.4185], [0.1908, -3.0068, -1.5588], [-1.2716, -3.4407, -1.2948], [-2.3680, -2.4368, -1.7249], [-3.1068, -1.6793, -0.5972], [-2.7881, -0.1794, -0.5149], [-1.4929, 0.1099, 0.2311], [-1.4743, 1.4450, 0.9012], [-0.2057, 1.5818, 1.6794], [-0.4447, 0.7788, 2.9781], [-1.9278, 0.8208, 3.1261], [-2.3680, 1.4676, 1.9735], [-3.4353, 2.1927, 2.0136], [-3.9712, 3.0845, 0.9651], [-5.4561, 2.4694, 0.1545], [-5.0135, 2.3400, -1.6142], [-3.8965, 3.2403, -2.1134], [6.9311, 1.0529, 1.8068], [6.6005, -0.2163, 0.6277], [5.9198, -0.3149, 2.2345], [4.9947, 2.1917, 1.2884], [4.0149, 0.7555, 1.3971], [3.9184, 1.8096, -0.8432], [5.6536, 1.7145, -0.9862], [4.1019, -0.0315, -2.2075], [5.6438, -0.5399, -1.5862], [4.3048, -1.3081, 0.5484], [4.1420, -2.2381, -0.9201], [2.2253, -0.0363, -0.0442], [2.0528, -1.0275, -1.4716], [2.3517, -2.4591, 1.1600], [0.8314, -1.6467, 0.9153], [2.0686, -3.8131, -0.8179], [0.7278, -4.0134, 0.2758], [0.5492, -3.5234, -2.4502], [0.2032, -1.9422, -1.8134], [-1.3844, -3.6662, -0.2289], [-1.4539, -4.3798, -1.8171], [-1.9187, -1.6961, -2.3950], [-3.1061, -2.9650, -2.3282], [-2.8798, -2.1517, 0.3647], [-4.1842, -1.7769, -0.7376], [-3.6170, 0.3466, -0.0316], [-2.7049, 0.2201, -1.5270], [-1.3023, -0.6922, 0.9550], [-0.6369, 0.1218, -0.4445], [0.6327, 1.2228, 1.0895], [-0.0708, 2.6382, 1.9093], [0.0273, 1.2719, 3.8243], [-0.0764, -0.2448, 2.9347], [-2.3480, -0.0973, 3.2357], [-3.9291, 2.1799, 2.9007], [-3.1646, 3.2937, 0.2694], [-4.2342, 3.9981, 1.4953], [-5.9408, 2.6031, -2.1223], [-4.8117, 1.2949, -1.8407], [-4.0031, 4.2627, -1.7462], [-2.9103, 2.8711, -1.8311], [-3.9402, 3.2880, -3.2016]],
  "forces_ev_per_a": [[-0.079, -0.059, 0.053], [0.068, 0.053, -0.017], [-0.043, -0.006, 0.013], [-0.085, 0.020, -0.025], [-0.070, -0.082, -0.029], [-0.058, 0.069, 0.003], [0.091, -0.080, 0.059], [0.008, -0.046, -0.043], [-0.059, -0.035, 0.014], [0.030, 0.130, 0.169], [0.188, 0.038, -0.063], [0.067, 0.012, -0.093], [0.082, -0.091, 0.022], [0.019, -0.119, -0.258], [0.348, 0.259, 0.326], [-0.184, -0.050, -0.042], [0.046, -0.100, 0.072], [0.486, -0.009, -0.536], [-0.148, 0.055, 0.181], [-0.210, -0.265, -0.136], [0.095, -0.010, 0.148], [-0.098, 0.093, -0.024], [0.026, -0.108, -0.137], [-0.043, 0.093, 0.072], [0.037, -0.025, -0.076], [0.026, 0.039, -0.005], [-0.006, 0.056, 0.024], [-0.050, -0.018, 0.037], [0.044, -0.052, -0.046], [-0.001, -0.002, 0.069], [-0.044, 0.001, -0.078], [0.136, -0.010, -0.068], [0.033, -0.015, 0.154], [0.068, 0.000, -0.046], [-0.030, 0.017, -0.017], [0.037, -0.005, 0.022], [-0.027, 0.041, 0.021], [-0.083, 0.041, 0.041], [-0.157, 0.084, -0.039], [-0.029, 0.014, -0.047], [0.054, -0.045, -0.023], [-0.087, 0.121, -0.097], [0.059, 0.006, 0.077], [-0.066, 0.017, -0.023], [0.042, -0.062, 0.094], [-0.030, -0.059, -0.072], [-0.026, 0.018, 0.030], [-0.089, 0.023, 0.017], [0.015, -0.045, -0.024], [-0.001, -0.073, 0.051], [-0.119, 0.120, 0.000], [-0.019, 0.080, 0.112], [-0.019, -0.014, -0.004], [0.011, 0.009, 0.006], [0.109, -0.025, -0.039], [-0.085, -0.023, 0.045], [-0.051, -0.005, -0.091], [-0.194, 0.182, 0.333], [-0.006, -0.007, -0.070], [-0.040, -0.065, -0.051], [0.052, 0.020, -0.033], [-0.058, 0.000, 0.114], [0.057, 0.010, -0.027], [-0.037, -0.020, -0.002], [0.025, -0.016, -0.009], [0.070, -0.075, 0.011]],
  "homo_energy_ev": -12.25,
  "e_lumo_ev": -3.409,
  "de_lowest_kcal_mol": 0.00,
  "smiles": "CCCCCCCCCCCCCCN1CCN/C1=[NH+]/CSCC",
  "homo_lumo_gap_ev": 8.84,
  "total_charge": 1
}